Record 1
{"formula": "C12H14N2O8SeTa", "method": "ωB97M-V/def2-TZVPD", "spin_multiplicity": 1, "charge": -1, "e_tot_ev": -98938.1389, "max_force_ev_per_a": 1.2, "e_homo_ev": -5.9, "e_above_lowest_kcal_mol": 0.00, "symbols": ["Ta", "C", "C", "N", "C", "C", "N", "C", "O", "O", "C", "O", "O", "H", "H", "H", "H", "H", "O", "C", "O", "C", "O", "O", "C", "C", "C", "C", "H", "H", "H", "H", "H", "H", "H", "H", "H", "Se"], "positions_angstrom": [[-0.70527, 0.76977, -1.50106], [-1.97142, 1.57157, 2.29972], [-0.56107, 1.29523, 1.93375], [-0.04466, 1.06751, 0.73070], [1.30974, 0.89331, 0.91015], [1.61686, 1.00658, 2.22941], [0.42142, 1.26283, 2.85137], [2.85357, 0.91556, 3.04168], [3.97348, 0.72802, 2.38932], [2.78393, 1.07815, 4.24128], [2.16688, 0.62214, -0.27134], [3.38853, 0.48439, -0.11665], [1.51860, 0.54771, -1.35104], [-2.56234, 1.70136, 1.39818], [-2.02925, 2.47270, 2.91132], [-2.38681, 0.73766, 2.86775], [0.34178, 1.39613, 3.84776], [3.80084, 0.62365, 1.39325], [0.46590, 2.02666, -5.09430], [0.10309, 1.99785, -3.96134], [-0.60111, 0.98307, -3.40841], [0.37335, 3.10943, -2.89488], [0.85382, 4.16720, -3.19564], [0.00007, 2.71939, -1.69995], [-0.95474, -3.88013, -1.18936], [-1.30428, -2.43550, -0.82602], [-1.21913, -2.25147, 0.68662], [-0.38626, -1.45110, -1.56401], [-1.61973, -4.59352, -0.69383], [0.07105, -4.11084, -0.88659], [-1.02453, -4.04163, -2.26673], [-2.33745, -2.24428, -1.13036], [-0.17816, -2.32539, 1.02038], [-1.79444, -3.01535, 1.21631], [-1.60499, -1.27348, 0.97864], [-0.42368, -1.66700, -2.64130], [0.64880, -1.66161, -1.27112], [-2.98238, 0.77342, -0.98364]], "mulliken_charge": [1.4954, -1.2560, 0.2132, 0.0760, 0.4278, -0.1057, -0.0032, 0.4792, -0.5617, -0.6524, 0.7790, -0.8827, -0.6350, 0.0475, 0.4562, 0.3085, 0.2350, 0.4579, -0.5662, 0.6293, -0.5967, 0.7304, -0.6142, -0.6478, -1.6763, 1.0333, -1.0274, -1.4025, 0.4248, 0.3509, 0.3928, 0.2084, 0.2550, 0.4769, -0.0257, 0.3865, 0.3991, -0.6094]}


Record 2
{"formula": "C12H14NO2", "method": "ωB97M-V/def2-TZVPD", "spin_multiplicity": 1, "charge": 1, "e_tot_ev": -18242.2149, "max_force_ev_per_a": 5.6, "e_homo_ev": -12.1, "e_above_lowest_kcal_mol": 120.91, "symbols": ["C", "C", "C", "C", "C", "C", "C", "C", "C", "C", "C", "C", "N", "O", "O", "H", "H", "H", "H", "H", "H", "H", "H", "H", "H", "H", "H", "H", "H"], "positions_angstrom": [[3.46712, -0.68405, -0.15824], [2.73508, -1.61038, -0.84820], [2.72108, 0.26450, 0.50588], [1.36772, -1.63421, -0.71445], [1.27383, 0.31660, 0.64443], [0.63348, -0.80605, 0.26483], [0.85647, 1.68260, 0.97375], [-0.37545, 2.03258, 0.64013], [-1.66972, -1.72530, -0.08783], [-1.81807, -1.12951, 1.17557], [-1.62186, 1.42059, -2.03541], [-1.93787, 0.43633, 1.48855], [-1.25191, 0.95446, 0.29948], [-0.41147, -1.52274, 0.74466], [-2.23117, 1.28303, -0.76110], [4.51870, -0.63728, -0.16433], [3.24854, -2.30289, -1.45264], [3.26177, 1.07605, 0.99488], [0.88519, -2.35036, -1.39857], [1.67945, 2.23071, 1.37720], [-0.87164, 3.04191, 0.48191], [-1.93897, -2.76132, -0.02887], [-1.59866, -1.14753, -1.02576], [-2.03218, -1.89362, 1.95676], [-2.48594, 1.56883, -2.61195], [-1.00969, 0.50847, -2.26836], [-0.96252, 2.28278, -2.02848], [-1.40765, 0.45859, 2.47739], [-3.02364, 0.64722, 1.55878]], "mulliken_charge": [-0.7935, -0.5858, -0.8572, -0.8878, 1.3788, 1.0805, -0.8645, -0.8335, -0.3153, 0.1873, -0.5690, -0.7999, 0.4705, -0.1139, -0.4359, 0.5074, 0.4563, 0.2454, 0.2969, 0.5319, 0.4709, 0.2958, 0.1443, 0.3890, 0.2767, 0.2476, 0.2929, 0.3383, 0.4458]}


Record 3
{"formula": "C12H15BNO", "method": "ωB97M-V/def2-TZVPD", "spin_multiplicity": 1, "charge": 1, "e_tot_ev": -16890.6025, "max_force_ev_per_a": 7.6, "e_homo_ev": -12.8, "e_above_lowest_kcal_mol": 43.82, "symbols": ["B", "C", "C", "N", "C", "C", "C", "C", "C", "C", "C", "C", "C", "O", "C", "H", "H", "H", "H", "H", "H", "H", "H", "H", "H", "H", "H", "H", "H", "H"], "positions_angstrom": [[4.43916, -1.06241, -0.34764], [3.04612, -0.36414, -0.21710], [1.90596, -1.24285, 0.22298], [0.65196, -0.71626, 0.54109], [-0.18653, -0.50545, -0.72515], [-1.59089, -0.20978, -0.37885], [-2.51343, -1.33162, -0.23480], [-3.86857, -1.05388, -0.02637], [-4.31296, 0.24893, 0.01251], [-3.44507, 1.34240, -0.09981], [-2.04982, 1.13836, -0.31054], [0.84667, 0.62035, 1.24056], [1.50261, 1.68969, 0.29189], [1.00043, 2.79866, 0.33812], [2.74889, 1.08915, -0.30705], [5.21247, -0.42072, -0.69926], [4.30936, -2.19124, -0.15236], [1.94090, -2.29954, 0.14971], [0.13475, -1.43083, 1.16161], [-0.18919, -1.49518, -1.15101], [0.06012, 0.30474, -1.40288], [-2.07309, -2.33187, -0.31446], [-4.62225, -1.89641, 0.21780], [-5.36836, 0.41032, 0.35325], [-3.89762, 2.30738, -0.24318], [-1.25995, 1.87157, -0.32351], [1.56043, 0.57839, 1.99709], [-0.14152, 1.02405, 1.58649], [3.46279, 1.73365, 0.25295], [2.69663, 1.39451, -1.43208]], "mulliken_charge": [0.2670, -0.2444, -0.5916, 0.1947, -0.9922, 0.7150, -0.5684, -0.3810, -0.3679, -0.7510, -0.2823, -0.7883, 0.3932, -0.5436, -0.3848, -0.0184, -0.0361, 0.4797, 0.4621, 0.5976, 0.3967, 0.3572, 0.2857, 0.3249, 0.3782, 0.4372, 0.5607, 0.4362, 0.3724, 0.2916]}


Record 4
{"formula": "C12H15BeF9N3O15", "method": "ωB97M-V/def2-TZVPD", "spin_multiplicity": 1, "charge": -1, "e_tot_ev": -72720.4154, "max_force_ev_per_a": 3.6, "e_homo_ev": -5.7, "e_above_lowest_kcal_mol": 0.00, "symbols": ["Be", "N", "O", "O", "O", "N", "O", "O", "O", "N", "O", "O", "O", "C", "C", "O", "C", "O", "C", "F", "F", "F", "H", "H", "H", "H", "H", "C", "C", "O", "C", "O", "C", "F", "F", "F", "H", "H", "H", "H", "H", "C", "C", "O", "C", "O", "C", "F", "F", "F", "H", "H", "H", "H", "H"], "positions_angstrom": [[0.43900, 0.84913, 0.50073], [1.78250, 1.94758, 2.94499], [1.41724, 2.54136, 1.88879], [1.76433, 0.69751, 2.97207], [2.22242, 2.58647, 3.89510], [-1.64694, 2.17766, -0.86176], [-2.43372, 2.90887, -1.45254], [-1.32464, 2.39256, 0.33325], [-1.11558, 1.18430, -1.41886], [3.51709, -0.37721, -0.04962], [4.49529, -1.05862, -0.38121], [3.69505, 0.53205, 0.78592], [2.37875, -0.49094, -0.57292], [-2.83803, -2.57348, -3.26742], [-2.37713, -1.92236, -1.96295], [-1.50272, -2.85796, -1.36280], [-0.67278, -2.46964, -0.40034], [-0.54721, -1.33747, -0.02991], [0.03002, -3.64911, 0.27421], [-0.14497, -4.78921, -0.40680], [1.32225, -3.37217, 0.43716], [-0.44836, -3.87762, 1.49996], [-2.20685, -2.05143, -3.98804], [-3.88932, -2.44303, -3.51858], [-2.62506, -3.63229, -3.40260], [-3.10426, -1.57101, -1.22568], [-1.86086, -0.98008, -2.16417], [0.09116, -2.04889, 4.66056], [-1.23408, -1.95893, 3.97558], [-1.90411, -0.74820, 4.25594], [-1.84428, 0.19637, 3.35349], [-1.25708, 0.21988, 2.30406], [-2.64742, 1.48031, 3.75075], [-3.05788, 2.10250, 2.65626], [-3.64489, 1.12500, 4.56648], [-1.87268, 2.32820, 4.41911], [0.67421, -1.14301, 4.47201], [0.66872, -2.86026, 4.21937], [-0.02832, -2.09806, 5.74237], [-1.87725, -2.72707, 4.41166], [-1.14804, -2.16161, 2.90906], [0.46815, 0.97968, -4.29284], [0.53676, 2.45576, -3.96104], [1.88848, 2.72250, -3.52803], [2.24430, 2.58169, -2.24787], [1.52543, 2.19685, -1.37351], [3.76845, 2.79118, -2.07087], [4.09589, 3.16185, -0.84794], [4.37930, 1.64055, -2.36823], [4.20481, 3.69332, -2.96240], [-0.52461, 0.64118, -4.58233], [0.78305, 0.39740, -3.42425], [1.26539, 0.77682, -5.00959], [-0.24937, 2.78017, -3.27741], [0.37041, 3.11096, -4.81639]], "mulliken_charge": [1.3701, 1.0781, -0.5925, -0.5480, -0.7044, 0.9627, -0.6811, -0.5401, -0.4177, 0.8684, -0.6897, -0.5360, -0.4993, -1.2668, 0.4721, -0.2531, 0.3269, -0.3697, 0.7926, -0.2598, -0.1828, -0.2839, 0.2982, 0.3095, 0.3266, 0.3334, -0.2492, -1.0341, 0.3205, -0.2770, 0.1703, -0.3295, 0.8616, -0.2025, -0.2610, -0.2532, 0.2094, 0.3219, 0.3447, 0.2645, -0.1316, -0.7742, -0.1073, -0.3715, 0.1938, -0.3110, 0.8418, -0.2171, -0.2470, -0.2699, 0.3254, 0.0343, 0.3933, 0.0922, 0.3488]}